Entry 1:
ORCA calculation (ωB97M-V with the def2-TZVPD basis set) on a cluster of 8 separate species, C41H90BrF3NO25S8 in total in a non-equilibrium geometry.

## Properties
Charge   +1
HOMO   -0.4347 Eh
Energy relative to the best compared isomer or geometry (same formula, charge and spin)   424.0 kJ/mol
LUMO level   -4.31 eV

Structure (XYZ):
```
169
Properties=species:S:1:pos:R:3:forces:R:3:mulliken_charge:R:1
C 3.2972 2.6678 0.7437 -0.4 -0.2 -0.8 -0.610
C 2.4910 3.1163 -0.5771 1.5 0.5 0.6 -0.125
O 1.1999 3.6484 -0.1409 -1.6 -2.9 -1.0 -0.419
C 0.1795 2.7394 -0.5928 -1.2 0.0 -2.6 0.155
O -0.0812 2.5935 -1.8083 1.3 0.4 4.1 -0.536
C -0.6740 1.9385 0.4829 0.4 0.6 1.0 0.052
C 0.1402 0.8167 1.2791 0.4 -0.4 0.1 -0.802
C 0.6576 -0.3903 0.3178 -0.9 0.1 0.3 1.974
C 1.8388 -1.2310 1.0050 -1.1 -0.1 -0.7 -1.145
S 1.2497 -1.6810 2.7105 -1.2 -0.9 0.3 -0.133
C 0.4229 -3.2139 2.1358 0.6 0.7 -0.4 0.274
O -0.6332 -3.9487 2.6643 3.3 2.6 -1.5 -0.390
C -1.7675 -3.0586 2.8965 -3.0 1.2 -0.3 -0.823
C -2.5895 -2.7166 1.5402 0.3 -0.4 -0.5 2.189
C -3.1660 -4.0505 0.8474 -0.5 0.2 0.3 -1.281
C -3.7120 -1.6577 1.9633 0.3 -0.4 -0.3 -0.973
C -4.6443 -1.1519 0.7679 -1.1 1.6 0.4 0.429
C -4.0952 0.2569 0.1950 0.2 -1.3 -0.4 -0.540
C -6.1485 -0.8355 1.3013 0.0 -0.1 -0.3 -1.363
N 1.0521 -3.5639 1.0103 -0.9 -1.3 0.7 0.706
C 2.1502 -2.7247 0.4543 0.2 2.1 -1.0 0.059
Br 4.0098 -3.0295 1.1247 -0.7 -0.5 0.3 -0.095
C 2.3362 -2.7456 -1.1447 -0.7 -0.9 -0.1 -0.485
C 1.2287 -3.5925 -1.9373 0.6 0.2 -0.3 -0.751
O -0.1405 -3.1740 -1.7090 0.9 0.8 -0.3 -0.248
C -0.4590 -1.9446 -2.3890 -0.8 -0.2 -0.1 0.139
C -0.8724 -2.2112 -3.9188 -0.8 1.0 -0.3 0.851
F -1.7936 -1.1728 -4.2632 2.1 -2.4 0.4 -0.246
F 0.2421 -2.0851 -4.7894 -2.5 -0.7 1.7 -0.215
F -1.5300 -3.4358 -4.1091 1.8 2.8 0.2 -0.255
H 4.2416 3.2953 0.8329 -1.2 -1.1 0.1 0.319
H 2.6220 2.8269 1.6477 1.0 -0.2 -1.2 0.284
H 3.5378 1.5524 0.6257 0.0 1.6 0.5 -0.052
H 2.3826 2.2387 -1.3028 0.0 1.5 0.9 0.152
H 3.0560 3.9852 -1.0614 -0.9 -1.4 0.4 0.394
H -1.0726 2.6879 1.2620 0.7 -1.0 -1.2 0.473
H -1.5877 1.4566 0.0110 1.4 0.8 0.2 -0.150
H 1.0703 1.2065 1.8218 -1.4 -0.1 -0.8 0.311
H -0.5582 0.4155 2.1024 1.1 0.5 -1.4 0.380
H 0.9511 0.0742 -0.6947 -0.2 -0.9 1.5 0.053
H -0.2242 -1.0968 0.1721 1.1 0.9 -0.1 -1.252
H 2.7402 -0.5371 0.9928 -0.8 -1.4 0.5 0.546
H -1.4891 -2.0559 3.3724 0.1 -1.6 -0.5 0.368
H -2.5081 -3.6082 3.5817 1.5 0.6 -0.9 0.429
H -1.9020 -2.2315 0.7461 -0.8 -0.5 1.3 -1.238
H -3.7359 -4.6449 1.6475 1.0 0.6 -1.2 0.350
H -3.9391 -3.8293 0.0269 1.3 -0.1 1.3 0.317
H -2.3534 -4.6787 0.3367 -1.1 0.8 1.0 0.242
H -4.3582 -2.1480 2.7631 0.8 0.7 -0.9 0.438
H -3.1558 -0.7577 2.4235 -1.0 -1.2 -0.6 0.343
H -4.7517 -1.8757 -0.1021 0.4 0.7 1.3 0.262
H -4.0829 1.0323 1.0330 0.1 -1.0 -1.2 0.421
H -3.0463 0.0284 -0.2245 -1.4 0.7 0.6 -0.426
H -4.7420 0.6189 -0.6777 0.9 -0.4 1.4 0.137
H -6.5079 -1.5916 2.0769 0.5 1.0 -1.0 0.363
H -6.2186 0.2187 1.7466 0.2 -1.6 -0.5 0.292
H -6.8902 -0.8556 0.4271 1.1 0.0 1.2 0.328
H 0.6967 -4.4481 0.5944 0.6 0.9 -0.2 0.364
H 2.3285 -1.6675 -1.5059 0.3 -1.4 0.5 0.158
H 3.3444 -3.2550 -1.3583 -1.6 1.0 0.1 0.634
H 1.3134 -4.6895 -1.6378 -0.3 1.4 -0.5 0.301
H 1.4430 -3.4850 -3.0530 0.0 -0.4 1.4 0.383
H -1.3838 -1.5056 -1.8620 1.4 -0.7 -1.0 -0.274
H 0.3849 -1.1862 -2.3196 -1.1 -1.0 -0.5 0.034
O 5.3066 -7.4385 2.9280 -0.5 -0.3 -0.3 -0.624
S 4.1987 -7.8504 2.1074 -0.1 0.2 -0.8 1.321
O 3.5586 -9.1263 2.2749 0.5 0.5 0.2 -0.602
O 4.6012 -7.6702 0.5535 -0.7 0.4 0.9 -0.249
C 5.7969 -8.2989 0.0813 0.8 -0.8 -0.4 -0.338
C 5.5983 -9.7874 -0.1356 -0.2 -0.2 0.2 -0.934
C 2.9569 -6.5896 2.1599 0.0 0.2 -0.1 -0.946
H 6.6300 -8.1060 0.7634 -0.2 0.1 0.1 0.343
H 6.0457 -7.8280 -0.8723 -0.3 0.2 0.2 0.299
H 5.4401 -10.3053 0.8129 0.1 0.0 -0.1 0.209
H 6.4738 -10.2267 -0.6175 0.0 0.1 0.0 0.392
H 4.7185 -9.9737 -0.7559 0.1 0.1 0.0 0.284
H 3.4284 -5.6228 1.9847 0.0 -0.2 0.0 0.012
H 2.4991 -6.6114 3.1492 0.1 -0.1 0.0 0.498
H 2.2065 -6.8021 1.3982 0.1 -0.1 0.0 0.330
O 7.4540 -2.1974 -0.2498 -0.2 0.6 0.1 -0.630
S 7.8267 -1.1300 0.6434 1.0 0.1 0.4 1.164
O 7.1260 0.1270 0.6619 -0.1 -0.6 -0.3 -0.598
O 9.4078 -0.8427 0.4886 -0.9 -0.4 0.6 -0.247
C 9.9277 -0.5683 -0.8146 0.3 0.4 -1.0 -0.324
C 9.6208 0.8520 -1.2514 -0.3 0.1 0.0 -0.965
C 7.8814 -1.7649 2.2954 0.2 0.0 0.0 -0.893
H 9.5536 -1.2953 -1.5410 -0.1 0.0 0.2 0.307
H 11.0104 -0.6989 -0.7565 -0.2 -0.1 0.3 0.278
H 8.5493 0.9912 -1.4105 0.1 0.0 0.0 0.269
H 10.1341 1.0871 -2.1860 0.0 -0.1 0.1 0.392
H 9.9293 1.5672 -0.4854 0.1 -0.1 -0.1 0.264
H 8.4520 -2.6925 2.2988 0.0 0.1 0.0 0.323
H 6.8563 -1.9527 2.6155 0.0 0.1 -0.1 0.293
H 8.3430 -1.0211 2.9438 0.0 0.0 -0.1 0.350
O -5.5975 4.8695 -0.5274 -0.2 -0.6 -0.3 -0.655
S -6.6944 4.4589 -1.3662 -0.4 0.6 -0.5 1.268
O -7.3335 3.1788 -1.2098 0.6 0.3 0.2 -0.607
O -6.2661 4.6394 -2.9159 -0.4 0.2 0.7 -0.262
C -5.0653 4.0143 -3.3676 0.7 -0.6 -0.3 -0.384
C -5.2588 2.5254 -3.5879 -0.1 -0.2 0.2 -0.476
C -7.9386 5.7164 -1.3324 0.0 0.0 -0.1 -0.891
H -4.2433 4.2081 -2.6723 -0.2 0.1 0.1 0.319
H -4.8017 4.4852 -4.3173 -0.2 0.2 0.2 0.273
H -5.4318 2.0078 -2.6416 0.0 0.0 -0.1 -0.178
H -4.3747 2.0867 -4.0561 0.0 0.1 0.0 0.382
H -6.1283 2.3381 -4.2221 0.1 0.1 0.0 0.267
H -7.4676 6.6841 -1.4993 0.0 -0.1 0.0 0.311
H -8.4120 5.6934 -0.3499 0.1 -0.1 0.0 0.280
H -8.6762 5.5036 -2.1054 0.1 0.0 0.0 0.364
O 1.1735 -0.4392 -10.1092 -0.1 0.6 0.3 -0.634
S 0.2680 0.6231 -9.7578 -0.5 -0.1 0.1 1.202
O 0.6992 1.9922 -9.6721 0.1 -0.7 0.0 -0.606
O -0.4914 0.2307 -8.3842 0.0 0.1 -0.8 -0.275
C 0.2981 -0.1161 -7.2472 0.5 0.0 0.8 -0.101
C 0.8861 1.1141 -6.5809 0.2 0.2 -0.2 -1.087
C -1.1448 0.5442 -10.8216 -0.1 -0.1 0.1 -0.927
H 1.0806 -0.8297 -7.5219 -0.1 0.1 -0.2 0.328
H -0.3652 -0.6205 -6.5430 -0.2 0.1 -0.4 0.001
H 1.6275 1.5927 -7.2243 0.0 0.0 0.1 0.394
H 1.3764 0.8469 -5.6418 -0.1 -0.1 0.0 0.352
H 0.1079 1.8538 -6.3791 0.0 -0.1 0.1 0.293
H -1.5070 -0.4824 -10.8524 0.1 0.1 0.0 0.314
H -0.8319 0.8627 -11.8159 0.1 0.0 0.1 0.376
H -1.9118 1.2169 -10.4395 0.1 0.0 0.0 0.311
O -9.5861 9.3542 1.8046 -0.1 -0.7 0.1 -0.667
S -8.8470 8.2188 2.2922 0.7 0.2 0.6 1.232
O -9.0626 6.8920 1.7752 -0.3 0.5 -0.1 -0.584
O -8.9593 8.1723 3.9047 0.5 0.1 -0.8 -0.268
C -10.2585 8.1813 4.4975 -0.9 -0.2 0.4 -0.365
C -10.9246 6.8210 4.4052 0.0 -0.2 -0.3 -0.980
C -7.1176 8.5835 2.2012 -0.2 -0.1 0.2 -0.923
H -10.8829 8.9589 4.0484 0.2 0.0 -0.1 0.329
H -10.1241 8.4435 5.5494 0.3 0.1 -0.2 0.269
H -11.1594 6.5682 3.3690 0.0 0.0 0.1 0.284
H -11.8561 6.8085 4.9751 0.1 0.1 0.0 0.392
H -10.2626 6.0398 4.7864 -0.1 0.1 0.1 0.260
H -6.9406 9.5650 2.6348 -0.1 -0.1 -0.1 0.365
H -6.8295 8.5800 1.1507 -0.1 0.0 0.1 0.301
H -6.5658 7.8143 2.7402 -0.1 0.0 -0.1 0.379
O 6.6059 -11.9199 5.7627 0.5 0.0 -0.5 -0.657
S 7.1990 -11.2886 4.6129 0.0 0.6 0.0 1.217
O 7.7072 -12.0514 3.5040 -0.2 0.0 0.6 -0.617
O 8.3500 -10.2671 5.1119 -0.8 -0.1 -0.3 -0.242
C 9.3814 -10.7676 5.9634 0.8 -0.4 0.4 -0.354
C 10.4137 -11.5613 5.1843 -0.1 -0.3 -0.2 -0.993
C 6.0774 -10.0699 3.9886 0.2 -0.1 0.1 -0.982
H 8.9564 -11.3624 6.7769 -0.1 0.0 -0.1 0.336
H 9.8652 -9.8997 6.4175 -0.3 0.1 -0.2 0.259
H 9.9847 -12.4867 4.7941 0.0 0.1 0.1 0.303
H 11.2598 -11.8243 5.8226 -0.1 0.1 0.0 0.385
H 10.7772 -10.9875 4.3285 0.0 0.0 0.1 0.261
H 5.7253 -9.4557 4.8155 0.1 0.0 -0.1 0.354
H 5.2403 -10.5923 3.5258 0.1 -0.1 0.1 0.454
H 6.5934 -9.4642 3.2464 0.0 -0.1 0.1 0.270
O -4.9950 10.3644 1.5823 0.6 0.0 -0.5 -0.601
S -4.3795 10.9941 0.4414 0.3 0.9 -0.2 1.181
O -3.8485 10.2285 -0.6539 -0.3 -0.1 0.7 -0.616
O -3.2434 12.0207 0.9586 -0.9 -0.2 -0.4 -0.287
C -2.2268 11.5282 1.8325 0.8 -0.4 0.4 -0.314
C -1.1761 10.7357 1.0772 -0.1 -0.3 -0.2 -0.966
C -5.4925 12.2071 -0.2090 0.1 0.1 0.1 -0.964
H -2.6653 10.9350 2.6401 -0.1 0.1 -0.1 0.290
H -1.7559 12.4000 2.2922 -0.3 0.1 -0.2 0.277
H -1.5934 9.8067 0.6825 0.0 0.1 0.0 0.279
H -0.3415 10.4791 1.7332 -0.1 0.1 0.0 0.387
H -0.7984 11.3074 0.2263 0.0 0.0 0.1 0.264
H -5.8621 12.8228 0.6099 0.1 -0.1 0.0 0.317
H -6.3190 11.6803 -0.6861 0.1 -0.1 0.1 0.374
H -4.9634 12.8127 -0.9439 0.0 -0.1 0.1 0.353
```
Forces are in eV/Å.



Entry 2:
ORCA calculation (ωB97M-V with the def2-TZVPD basis set) on a structure of composition C16H17Cl2IrN4S4.

## Properties
Charge   +1
HOMO (alpha / beta)   -0.4095 / -0.4137 Eh
⟨S²⟩   0.766
Energy relative to the best compared isomer or geometry (same formula, charge and spin)   0.0 kJ/mol
LUMO level (alpha / beta)   -3.42 / -5.69 eV
2S+1   2

Structure (XYZ):
```
44
Properties=species:S:1:pos:R:3:forces:R:3:nbo_charge:R:1
Ir 0.8201 -0.2013 0.0632 -0.5 -0.2 0.2 0.414
C -1.5833 -1.8528 0.6010 0.0 0.0 0.1 -0.258
C -0.5626 -2.4129 1.5744 0.0 0.0 0.0 -0.247
N 0.8220 -2.0113 1.1904 0.0 0.0 0.1 -0.598
C 1.7033 -1.8711 2.3735 0.0 0.0 0.0 -0.241
C 1.3442 -0.6398 3.2091 0.0 0.0 0.0 -0.548
S 0.7379 0.7761 2.2139 0.0 0.0 0.0 0.447
C -1.0777 0.6996 2.4880 0.0 0.0 0.0 -0.540
C -1.8391 0.5926 1.1768 0.0 0.0 0.0 -0.242
N -1.2831 -0.4354 0.2604 0.0 0.0 0.0 -0.611
H -2.5912 -1.9424 1.0125 0.0 0.0 0.0 0.223
H -1.5447 -2.4109 -0.3322 -0.1 0.0 0.1 0.255
H -0.6387 -3.5004 1.6019 0.0 0.0 0.0 0.242
H -0.7446 -2.0581 2.5865 0.0 0.0 0.0 0.200
H 1.1976 -2.7222 0.5607 0.0 0.0 -0.1 0.444
H 2.7240 -1.7851 2.0074 0.0 0.0 0.0 0.238
H 1.6460 -2.7645 3.0010 0.0 0.0 0.0 0.227
H 2.2294 -0.2862 3.7347 0.0 0.0 0.0 0.272
H 0.5863 -0.8431 3.9640 0.0 0.0 0.0 0.239
H -1.3651 1.6138 3.0042 0.0 0.0 0.0 0.267
H -1.2834 -0.1331 3.1563 0.0 0.0 0.0 0.229
H -1.7841 1.5418 0.6435 0.0 0.0 0.0 0.235
H -2.8925 0.3862 1.3832 0.0 0.0 0.0 0.227
H -1.6794 -0.2525 -0.6615 0.0 0.0 0.0 0.442
Cl -1.5479 0.2355 -2.9533 0.1 0.1 0.0 0.019
C -1.6480 -1.5034 -2.9077 0.0 0.1 -0.1 -0.097
C -2.8113 -2.0665 -3.4094 0.0 0.0 0.0 -0.224
C -2.9491 -3.4414 -3.4341 0.0 0.0 0.0 -0.181
C -1.9284 -4.2390 -2.9440 0.0 0.0 0.0 -0.210
C -0.7836 -3.6575 -2.4280 -0.1 0.1 0.0 -0.082
Cl 0.4173 -4.7323 -1.7850 0.0 0.0 0.0 0.028
C -0.5904 -2.2607 -2.4005 0.1 -0.3 0.3 -0.167
S 0.9610 -1.6614 -1.8025 0.3 0.5 -0.5 -0.115
H -3.5875 -1.4188 -3.7917 0.0 0.0 0.0 0.244
H -3.8466 -3.8907 -3.8353 0.0 0.0 0.0 0.239
H -2.0119 -5.3166 -2.9490 0.0 0.0 0.0 0.244
S 0.7011 1.8830 -0.9203 0.0 -0.2 -0.1 0.271
C 2.2831 2.4673 -0.7675 0.0 0.0 -0.1 -0.289
C 2.5037 3.8421 -1.0993 0.0 0.0 0.0 0.211
N 2.6618 4.9527 -1.3461 0.0 0.0 0.0 -0.189
C 3.3377 1.6467 -0.4035 0.0 0.0 0.0 -0.271
S 3.1174 0.0038 -0.0458 0.1 0.0 0.1 0.229
C 4.6775 2.1466 -0.3658 0.0 0.0 0.0 0.210
N 5.7609 2.5255 -0.3192 0.0 0.0 0.0 -0.185
```
Forces are in eV/Å.